(1)
Density functional theory data (wB97M-V/def2-TZVPD) for a single C5H8S molecule.

Results
- SMILES = C1C[C@@H]2C[C@@H]2S1
- total charge = 0
- orbital gap (eV) = 9.2
- highest occupied orbital energy (eV) = -8.129

```
14
Properties=species:S:1:pos:R:3:mulliken_charge:R:1
C -0.489 -1.348 -0.606 -0.686
C 0.123 -0.986 0.791 -0.669
C 0.514 0.474 0.661 -0.238
C -0.497 1.418 0.077 -0.725
C 0.687 0.957 -0.716 0.007
H -1.572 -1.275 -0.662 0.312
H -0.246 -2.369 -0.980 0.371
H 1.037 -1.517 0.967 0.293
H -0.483 -1.115 1.664 0.344
H 1.163 0.953 1.390 0.373
H -1.461 0.986 -0.174 0.161
H -0.541 2.442 0.421 0.272
H 1.411 1.706 -0.985 0.381
S 0.354 -0.324 -1.849 -0.197
```

=====

(2)
Density functional theory data (wB97M-V/def2-TZVPD) for 5 unconnected molecules or ions with the total composition C45H39Cl16N4S2.

Results
- total charge = +1
- orbital gap (eV) = 6.0
- highest occupied orbital energy (eV) = -10.111

```
106
Properties=species:S:1:pos:R:3:mulliken_charge:R:1
C 6.883 -2.646 1.579 -0.593
C 6.375 -1.293 2.262 0.816
C 6.724 -1.066 3.781 -0.247
C 6.295 0.178 4.598 -0.654
C 5.474 1.274 3.846 -0.506
C 5.124 1.114 2.322 -0.557
C 5.561 -0.175 1.537 0.203
C 5.201 -0.347 -0.025 -0.130
C 3.815 0.395 -0.415 0.440
N 3.914 1.528 -1.234 -1.062
N 2.781 2.146 -1.552 0.305
C 1.423 1.887 -1.170 0.390
C 0.211 2.824 -1.706 -0.608
C -0.321 2.158 -3.069 -0.292
C -1.689 2.793 -3.659 -0.886
S -3.224 2.484 -2.672 0.122
C -4.179 1.047 -3.342 -0.060
S -3.890 0.585 -4.930 -0.174
N -5.130 0.433 -2.409 0.471
C -6.175 1.407 -1.969 0.039
C -6.713 2.565 -2.896 0.007
C -7.806 3.547 -2.332 -0.421
C -8.375 3.412 -0.876 -0.872
C -7.870 2.250 0.034 -0.373
C -6.793 1.286 -0.547 -0.382
C -5.735 -0.819 -2.910 -0.090
C -5.288 -2.168 -2.273 -0.214
C -5.846 -3.561 -2.646 -0.392
C -6.957 -3.628 -3.758 -0.365
C -7.426 -2.301 -4.436 -0.631
C -6.832 -0.910 -4.018 0.062
C 1.174 0.624 -0.228 0.087
C -0.275 0.189 0.312 -0.410
C -0.879 -1.190 -0.005 0.137
C -2.268 -1.716 0.481 -0.622
C -3.026 -0.623 1.322 -0.395
C -2.283 0.715 1.504 -0.250
N -1.001 1.140 1.075 -0.446
C 2.462 -0.199 0.167 0.752
C 2.402 -1.506 1.070 -0.667
C 2.971 -2.841 0.341 -0.074
C 2.596 -2.944 -1.206 0.668
C 1.300 -3.724 -1.654 -0.565
C 0.848 -3.825 -3.149 -0.445
C 1.678 -3.144 -4.300 -0.491
C 2.977 -2.416 -3.882 -0.613
C 3.423 -2.318 -2.378 -0.047
H 7.758 -2.496 0.863 0.269
H 6.072 -3.236 1.033 0.201
H 7.242 -3.325 2.444 -0.008
H 7.299 -1.906 4.305 -0.201
H 6.588 0.233 5.702 0.363
H 5.151 2.177 4.470 0.313
H 4.535 1.972 1.833 0.290
H 6.043 0.200 -0.597 0.379
H 5.184 -1.464 -0.246 0.156
H 2.888 2.964 -2.189 0.318
H -0.680 2.877 -0.986 0.151
H 0.651 3.878 -1.823 0.417
H 0.471 2.314 -3.889 0.338
H -0.388 1.021 -2.904 0.246
H -1.550 3.937 -3.661 0.306
H -1.746 2.467 -4.751 0.462
H -6.308 2.673 -3.962 0.402
H -8.236 4.401 -2.959 0.404
H -9.153 4.149 -0.453 0.472
H -8.261 2.095 1.104 0.313
H -6.418 0.421 0.102 0.284
H -4.482 -2.116 -1.462 0.079
H -5.466 -4.489 -2.087 0.317
H -7.376 -4.657 -3.998 0.327
H -8.243 -2.392 -5.233 0.301
H -7.212 0.043 -4.532 0.312
H -0.248 -1.899 -0.658 0.336
H -2.695 -2.740 0.239 0.476
H -4.082 -0.818 1.739 0.336
H -2.876 1.504 2.094 0.351
H 1.340 -1.772 1.420 0.380
H 3.057 -1.363 2.011 0.444
H 2.429 -3.723 0.861 0.493
H 4.092 -3.024 0.562 -0.545
H 0.677 -4.227 -0.844 0.340
H -0.125 -4.378 -3.416 0.334
H 1.373 -3.163 -5.394 0.373
H 3.633 -1.910 -4.676 0.343
H 4.395 -1.761 -2.186 0.234
C 8.675 -4.523 6.226 0.305
Cl 10.361 -4.038 6.511 -0.100
Cl 8.621 -6.240 5.772 -0.092
Cl 7.723 -4.271 7.704 -0.064
Cl 7.991 -3.539 4.909 -0.129
C -5.001 5.689 0.715 0.176
Cl -4.449 6.936 -0.425 -0.072
Cl -5.252 6.420 2.316 -0.108
Cl -6.528 4.993 0.132 0.051
Cl -3.773 4.418 0.830 -0.026
C 9.986 -5.485 11.232 0.320
Cl 11.368 -5.138 12.294 -0.093
Cl 10.449 -5.189 9.542 -0.039
Cl 9.502 -7.183 11.425 -0.093
Cl 8.626 -4.427 11.666 -0.102
C -7.053 9.299 -2.662 0.293
Cl -5.403 9.850 -2.299 -0.095
Cl -7.058 7.533 -2.867 -0.012
Cl -8.133 9.741 -1.322 -0.094
Cl -7.619 10.070 -4.159 -0.094
```